(1)
Computed, not measured: a single C9H9BrFIO5 molecule, with ωB97M-V/def2-TZVPD.

Atoms and positions in Å:
O -3.233 0.747 -2.040
C -2.611 0.819 -1.036
Br -3.089 2.161 0.273
C -1.537 -0.185 -0.658
C -0.109 0.338 -0.577
C 0.475 0.537 -1.994
C 0.553 -0.717 -2.828
O -0.331 -1.156 -3.475
I 2.452 -1.778 -2.853
O -0.052 1.659 0.009
C 1.009 1.743 0.831
O 1.242 2.633 1.573
O 1.792 0.631 0.650
C 0.886 -0.425 0.340
C 0.330 -1.155 1.579
C 0.770 -0.613 2.944
F -0.359 -0.144 3.641
H -1.588 -0.931 -1.448
H -1.869 -0.653 0.265
H -0.195 1.206 -2.539
H 1.453 1.005 -1.939
H 1.444 -1.151 -0.241
H -0.754 -1.183 1.599
H 0.661 -2.189 1.506
H 1.468 0.214 2.872
H 1.192 -1.414 3.547

Summary:
LUMO level (Eh): -0.0033
Net charge: 0
HOMO energy (eV): -10.36
Structure (SMILES): O=C(Br)C[C@@]1(CC(=O)I)OC(=O)O[C@H]1CCF
DFT total energy (eV): -100576.7927

---

(2)
Computed, not measured: a molecular structure, C59H45N6O5S3Ti in a non-equilibrium geometry, with ωB97M-V/def2-TZVPD.

Atoms and positions in Å:
Ti -0.818 -1.272 -1.306
C -4.601 0.733 -0.905
C -3.567 -0.163 -0.711
N -2.511 -0.184 -1.546
C -2.484 0.727 -2.565
C -3.587 1.588 -2.750
N -4.600 1.590 -1.926
C -1.410 0.448 -3.518
C -1.150 0.929 -4.787
C -0.273 0.195 -5.616
C 0.076 -1.114 -5.246
C -0.271 -1.560 -3.976
N -0.753 -0.653 -3.085
C -0.583 -2.888 -3.495
C -0.427 -4.113 -4.164
N -1.114 -5.178 -3.833
C -1.992 -5.083 -2.831
C -2.081 -3.951 -2.052
N -1.352 -2.852 -2.344
C 0.156 0.697 -6.928
C 1.442 0.401 -7.389
C 1.819 0.845 -8.649
N 1.003 1.523 -9.428
C -0.205 1.827 -9.005
C -0.679 1.446 -7.758
H -5.466 0.765 -0.258
H -3.572 -0.898 0.094
H -3.638 2.279 -3.579
H -1.612 1.838 -5.138
H 0.540 -1.780 -5.957
H 0.266 -4.210 -4.988
H -2.611 -5.949 -2.650
H -2.752 -3.871 -1.200
H 2.131 -0.150 -6.770
H 2.802 0.645 -9.056
H -0.822 2.394 -9.688
H -1.686 1.687 -7.460
C -3.604 5.633 4.110
C -2.999 4.767 3.053
C -3.325 3.419 2.953
C -2.761 2.625 1.973
C -1.856 3.177 1.080
C -1.532 4.522 1.143
C -2.105 5.304 2.128
S -1.019 1.990 -0.015
O -1.276 2.354 -1.433
C 0.660 2.597 0.261
C 1.335 3.112 -0.848
C 2.631 3.516 -0.716
C 3.306 3.350 0.511
C 4.674 3.670 0.635
C 5.348 3.413 1.797
C 4.675 2.859 2.900
C 3.338 2.581 2.830
C 2.618 2.817 1.638
C 1.246 2.475 1.500
C 0.425 1.961 2.615
C 0.124 2.748 3.761
C 0.608 4.062 3.938
C 0.315 4.762 5.077
C -0.474 4.189 6.089
C -0.987 2.932 5.928
C -0.714 2.186 4.765
C -1.260 0.897 4.589
C -0.970 0.163 3.479
C -0.121 0.700 2.504
S 0.404 -0.256 1.076
O -0.923 -0.907 0.576
C 1.239 -1.536 2.013
C 2.616 -1.399 2.086
C 3.352 -2.322 2.802
C 2.734 -3.397 3.437
C 3.550 -4.421 4.151
C 1.347 -3.502 3.371
C 0.598 -2.580 2.663
H -4.183 5.048 4.818
H -4.265 6.371 3.658
H -2.830 6.176 4.648
H -4.017 2.977 3.653
H -3.012 1.576 1.906
H -0.841 4.949 0.431
H -1.849 6.351 2.182
H 0.788 3.195 -1.775
H 3.165 3.933 -1.555
H 5.177 4.108 -0.213
H 6.400 3.633 1.871
H 5.220 2.663 3.809
H 2.813 2.170 3.681
H 1.218 4.506 3.167
H 0.697 5.762 5.212
H -0.681 4.745 6.990
H -1.605 2.484 6.691
H -1.897 0.483 5.356
H -1.381 -0.822 3.335
H 3.105 -0.579 1.586
H 4.420 -2.205 2.869
H 4.533 -4.030 4.397
H 3.690 -5.293 3.510
H 3.062 -4.756 5.062
H 0.841 -4.308 3.883
H -0.478 -2.679 2.620
C -1.030 -7.597 0.149
C -0.283 -6.338 -0.140
C -0.745 -5.112 0.324
C -0.097 -3.930 -0.006
C 1.028 -3.965 -0.807
C 1.527 -5.182 -1.242
C 0.880 -6.357 -0.912
S 1.892 -2.510 -1.389
O 3.100 -2.352 -0.654
O 1.946 -2.620 -2.820
O 0.949 -1.316 -1.090
H -1.940 -7.396 0.710
H -0.420 -8.294 0.720
H -1.295 -8.094 -0.783
H -1.633 -5.074 0.940
H -0.489 -2.987 0.364
H 2.413 -5.184 -1.854
H 1.274 -7.300 -1.258

Summary:
LUMO level (alpha / beta) (Eh): -0.2267 / -0.2579
Net charge: +2
Spin multiplicity: 2
HOMO energy (alpha / beta) (eV): -12.40 / -12.41
Expectation value of S²: 0.765
DFT total energy (eV): -136699.8649

---

(3)
Computed, not measured: a single C6H9N molecule in a non-equilibrium geometry, with ωB97M-V/def2-TZVPD.

Atoms and positions in Å:
C 1.450 -1.348 1.064
C 0.934 0.340 -0.198
C -0.256 0.941 -0.358
C -0.462 2.405 -0.368
C -1.316 -0.007 -0.564
C -0.873 -1.252 -0.481
N 0.519 -1.118 -0.284
H 1.124 -0.681 1.863
H 2.525 -1.281 0.917
H 1.228 -2.382 1.357
H -0.903 2.727 -1.319
H 0.503 2.904 -0.259
H -1.125 2.731 0.442
H -2.344 0.261 -0.755
H -1.306 -2.231 -0.571
H 1.047 -1.678 -0.945

Summary:
LUMO level (Eh): 0.0282
Net charge: 0
HOMO energy (eV): -7.82
DFT total energy (eV): -7853.4409

---

(4)
Computed, not measured: 10 unconnected molecules or ions with the total composition H20O10 in a non-equilibrium geometry, with ωB97M-V/def2-TZVPD.

Atoms and positions in Å:
O 0.044 0.214 -1.209
H -0.549 0.105 -0.435
H 0.386 -0.620 -1.499
O 3.626 -0.759 -0.339
H 4.109 -0.845 0.506
H 2.897 -1.450 -0.094
O -1.914 -4.159 -3.393
H -1.395 -5.046 -3.359
H -1.286 -3.604 -3.830
O -3.638 -0.280 -1.522
H -4.190 -0.638 -0.923
H -4.068 -0.548 -2.339
O 2.028 -0.148 -1.283
H 2.288 0.396 -0.546
H 1.912 0.470 -1.981
O 2.505 -0.467 2.379
H 3.468 -0.614 2.252
H 2.156 -1.259 2.795
O -0.035 0.112 4.592
H 0.269 0.490 3.708
H 0.083 0.750 5.280
O -2.964 -0.298 3.198
H -2.524 0.209 2.520
H -3.789 0.190 3.337
O -0.534 2.491 0.646
H -1.383 2.780 0.582
H -0.549 1.763 1.342
O 0.863 3.408 -3.295
H 1.711 2.884 -3.084
H 0.626 3.673 -2.425

Summary:
LUMO level (Eh): -0.0001
Net charge: 0
HOMO energy (eV): -8.28
Structure (SMILES): O.O.O.O.O.O.O.O.O.O
DFT total energy (eV): -20794.8258

---

(5)
Computed, not measured: 16 unconnected molecules or ions with the total composition C58H155N11O23 in a non-equilibrium geometry, with ωB97M-V/def2-TZVPD.

Atoms and positions in Å:
C -6.053 -4.845 2.867
C -4.950 -4.602 1.802
O -3.708 -4.203 2.359
H -6.790 -5.581 2.465
H -6.496 -3.852 3.094
H -5.583 -5.318 3.749
H -5.241 -3.844 1.072
H -4.695 -5.551 1.284
H -3.440 -3.485 1.746
C 3.292 -1.317 0.885
C 3.612 -0.739 2.258
O 3.003 0.594 2.495
H 2.236 -1.701 0.909
H 3.911 -2.207 0.637
H 3.499 -0.595 0.111
H 4.687 -0.584 2.334
H 3.206 -1.395 3.066
H 3.392 1.265 1.864
C -2.655 6.270 -2.020
C -2.051 4.974 -1.497
O -1.062 5.227 -0.533
H -1.976 6.853 -2.626
H -2.992 6.895 -1.214
H -3.440 6.072 -2.791
H -1.657 4.495 -2.341
H -2.737 4.339 -0.987
H -0.181 5.403 -1.006
C 2.774 3.272 4.676
C 1.665 2.360 5.108
O 1.017 1.588 4.045
H 2.946 3.999 5.444
H 2.471 3.732 3.693
H 3.764 2.838 4.566
H 0.881 3.059 5.550
H 2.037 1.688 5.862
H 1.699 1.244 3.364
C -2.487 -4.283 7.348
C -2.300 -4.307 5.875
O -3.673 -4.205 5.405
H -1.532 -4.607 7.947
H -3.238 -5.027 7.589
H -2.712 -3.290 7.740
H -1.879 -5.249 5.543
H -1.645 -3.467 5.622
H -3.621 -4.151 4.412
C -5.435 4.540 1.482
C -6.035 5.650 2.356
O -5.260 5.917 3.484
H -5.072 3.795 2.209
H -4.523 4.906 0.924
H -6.164 4.124 0.740
H -7.026 5.382 2.748
H -6.230 6.590 1.732
H -4.402 6.155 3.120
C -0.145 -0.814 6.226
C 0.703 -1.987 5.812
O 0.572 -2.056 4.410
H 0.009 0.043 5.577
H 0.008 -0.607 7.227
H -1.190 -0.991 5.988
H 0.332 -2.861 6.306
H 1.674 -1.753 6.206
H 0.879 -2.999 4.117
C 2.793 3.709 0.868
O 3.689 2.825 0.708
N 3.222 4.991 1.138
N 1.477 3.466 0.765
H 2.651 5.801 1.262
H 4.207 5.041 1.385
H 1.000 2.574 0.565
H 0.943 4.296 0.982
C -4.607 -1.607 -0.056
O -5.439 -1.810 -0.982
N -3.388 -2.314 0.015
N -4.849 -0.662 0.932
H -2.570 -1.840 0.332
H -3.176 -2.916 -0.774
H -5.260 0.197 0.505
H -3.966 -0.486 1.430
C 2.972 1.193 -4.067
O 1.666 1.127 -3.481
C 1.720 1.341 -2.080
C 0.424 0.782 -1.462
N 0.337 0.833 0.026
C -0.927 0.288 0.567
C -1.100 0.102 2.110
O -2.159 -0.874 2.151
C -2.606 -1.191 3.393
H 3.382 2.233 -3.912
H 2.870 1.001 -5.169
H 3.654 0.487 -3.691
H 1.880 2.413 -1.896
H 2.617 0.792 -1.781
H 0.196 -0.178 -1.900
H -0.359 1.450 -1.805
H 1.111 0.379 0.468
H -1.007 -0.799 0.224
H -1.803 0.885 0.233
H -1.514 1.023 2.547
H -0.264 -0.345 2.673
H -3.001 -0.308 3.908
H -1.806 -1.595 3.981
H -3.279 -1.961 3.332
C 0.482 4.599 -4.001
O 0.258 5.721 -3.187
C 0.925 6.856 -3.730
C 0.566 8.140 -2.987
N 0.549 8.034 -1.510
C 1.793 7.705 -0.882
C 1.583 8.004 0.610
O 0.818 6.921 1.189
C 0.295 7.252 2.450
H 1.517 4.538 -4.320
H -0.126 4.561 -4.872
H 0.302 3.723 -3.436
H 0.699 6.929 -4.749
H 1.980 6.628 -3.659
H -0.425 8.537 -3.294
H 1.270 8.931 -3.268
H -0.092 7.383 -1.138
H 2.615 8.315 -1.350
H 2.056 6.638 -0.990
H 1.023 8.932 0.679
H 2.482 8.242 1.248
H -0.535 6.669 2.693
H -0.113 8.210 2.434
H 1.028 7.046 3.224
C -0.886 -2.454 -4.677
O 0.211 -3.228 -4.167
C 1.393 -2.462 -3.967
C 2.444 -3.485 -3.852
N 2.216 -4.402 -2.722
C 3.394 -4.925 -2.009
C 3.947 -6.242 -2.594
O 4.332 -5.981 -3.931
C 4.664 -7.090 -4.741
H -1.732 -2.999 -4.218
H -0.871 -2.514 -5.794
H -0.910 -1.412 -4.262
H 1.240 -1.945 -2.993
H 1.507 -1.665 -4.827
H 3.384 -2.925 -3.706
H 2.441 -4.035 -4.777
H 1.610 -5.206 -2.997
H 3.179 -5.028 -0.930
H 4.261 -4.212 -2.148
H 3.124 -6.969 -2.584
H 4.773 -6.640 -2.058
H 3.825 -7.811 -4.622
H 5.609 -7.512 -4.333
H 4.766 -6.710 -5.795
C -1.237 1.138 -6.074
O -1.490 1.077 -4.742
C -2.737 0.467 -4.563
C -3.103 0.428 -3.041
N -4.581 0.316 -2.786
C -5.360 1.499 -2.479
C -5.381 2.465 -3.648
O -4.165 3.226 -3.744
C -3.880 3.665 -5.031
H -1.523 0.139 -6.530
H -0.155 1.284 -6.274
H -1.785 1.937 -6.656
H -2.747 -0.558 -4.925
H -3.535 1.019 -5.082
H -2.726 1.427 -2.734
H -2.600 -0.424 -2.576
H -4.829 -0.498 -2.247
H -5.099 2.013 -1.538
H -6.377 1.216 -2.325
H -6.311 3.035 -3.657
H -5.595 1.810 -4.547
H -4.376 4.686 -5.354
H -4.145 2.902 -5.766
H -2.818 3.834 -5.185
C 0.849 -3.554 -0.084
O 0.258 -3.080 1.120
C -0.436 -4.153 1.798
C 0.493 -5.143 2.395
N 1.358 -4.503 3.419
C 1.992 -5.691 3.991
C 2.951 -5.478 5.112
O 3.976 -4.603 4.677
C 4.646 -4.042 5.761
H 1.305 -2.610 -0.478
H 0.087 -3.907 -0.804
H 1.525 -4.417 0.002
H -1.120 -4.692 1.110
H -0.896 -3.742 2.688
H 1.146 -5.663 1.654
H -0.206 -5.908 2.922
H 2.037 -3.916 2.961
H 2.467 -6.293 3.193
H 1.150 -6.247 4.477
H 3.498 -6.328 5.483
H 2.435 -5.045 5.977
H 5.220 -4.781 6.381
H 4.023 -3.495 6.448
H 5.377 -3.383 5.256
C -3.341 -0.417 10.095
O -3.632 0.239 8.894
C -4.374 -0.461 7.943
C -4.480 0.344 6.683
N -3.173 0.792 6.230
C -3.341 1.753 5.144
C -2.085 2.368 4.696
O -2.392 3.254 3.614
C -1.377 3.898 2.865
H -3.181 0.324 10.863
H -2.413 -1.008 9.972
H -4.185 -1.016 10.480
H -5.372 -0.691 8.362
H -3.865 -1.374 7.674
H -5.161 1.226 6.877
H -4.926 -0.194 5.830
H -2.582 1.112 6.953
H -4.047 2.568 5.403
H -3.737 1.256 4.279
H -1.409 1.578 4.460
H -1.746 2.946 5.573
H -0.563 3.232 2.566
H -0.854 4.692 3.446
H -1.792 4.311 1.951
C 8.996 -1.271 -8.001
O 7.809 -1.849 -8.395
C 7.976 -3.160 -8.880
C 6.625 -3.534 -9.524
N 5.650 -3.944 -8.539
C 5.015 -2.832 -7.795
C 3.591 -3.109 -7.329
O 2.753 -3.474 -8.356
C 1.464 -3.599 -7.864
H 9.505 -1.890 -7.293
H 8.842 -0.335 -7.385
H 9.740 -1.017 -8.758
H 8.097 -3.850 -8.048
H 8.829 -3.251 -9.590
H 6.868 -4.384 -10.167
H 6.320 -2.630 -10.109
H 4.881 -4.449 -9.030
H 5.060 -1.882 -8.387
H 5.618 -2.646 -6.926
H 3.333 -2.159 -6.892
H 3.573 -3.868 -6.560
H 1.176 -2.619 -7.422
H 1.233 -4.429 -7.131
H 0.900 -3.779 -8.760

Summary:
LUMO level (Eh): 0.0171
Net charge: 0
HOMO energy (eV): -8.23
DFT total energy (eV): -126131.3506

---

(6)
Computed, not measured: 2 unconnected molecules or ions with the total composition C22H16Cl4O5P in a non-equilibrium geometry, with ωB97M-V/def2-TZVPD.

Atoms and positions in Å:
Cl 5.721 0.024 -4.581
C 4.269 0.909 -4.531
C 4.240 2.269 -4.446
Cl 5.654 3.213 -4.359
C 2.963 3.039 -4.445
O 2.935 4.266 -4.452
C 1.721 2.211 -4.423
Cl 0.266 3.092 -4.389
C 1.753 0.848 -4.420
Cl 0.345 -0.105 -4.326
C 3.024 0.090 -4.608
O 3.044 -1.116 -4.837
C -4.049 -2.660 -2.593
C -3.061 -1.677 -2.026
O -2.210 -2.320 -1.063
C -1.373 -1.378 -0.514
C -0.643 -1.842 0.628
P 0.419 -0.733 1.444
C -0.319 0.937 1.546
C -1.695 1.179 1.521
C -2.186 2.488 1.619
C -1.302 3.564 1.731
C 0.076 3.327 1.752
C 0.562 2.021 1.656
C 0.354 -1.281 3.190
C -0.820 -1.254 3.949
C -0.825 -1.803 5.238
C 0.346 -2.356 5.768
C 1.532 -2.324 5.028
C 1.536 -1.782 3.743
O 1.836 -0.621 0.964
O -1.332 -0.227 -0.983
H -4.805 -2.082 -3.125
H -3.571 -3.321 -3.319
H -4.547 -3.248 -1.819
H -2.445 -1.257 -2.835
H -3.615 -0.858 -1.545
H -0.634 -2.898 0.861
H -2.402 0.357 1.415
H -3.264 2.646 1.600
H -1.684 4.582 1.799
H 0.782 4.152 1.841
H 1.636 1.835 1.652
H -1.732 -0.823 3.534
H -1.748 -1.800 5.817
H 0.338 -2.812 6.757
H 2.459 -2.725 5.435
H 2.451 -1.748 3.153

Summary:
LUMO level (Eh): -0.0104
Net charge: -1
HOMO energy (eV): -3.81
DFT total energy (eV): -92691.0362

---

Copy entry 4 word for word.
Computed, not measured: 10 unconnected molecules or ions with the total composition H20O10 in a non-equilibrium geometry, with ωB97M-V/def2-TZVPD.

Atoms and positions in Å:
O 0.044 0.214 -1.209
H -0.549 0.105 -0.435
H 0.386 -0.620 -1.499
O 3.626 -0.759 -0.339
H 4.109 -0.845 0.506
H 2.897 -1.450 -0.094
O -1.914 -4.159 -3.393
H -1.395 -5.046 -3.359
H -1.286 -3.604 -3.830
O -3.638 -0.280 -1.522
H -4.190 -0.638 -0.923
H -4.068 -0.548 -2.339
O 2.028 -0.148 -1.283
H 2.288 0.396 -0.546
H 1.912 0.470 -1.981
O 2.505 -0.467 2.379
H 3.468 -0.614 2.252
H 2.156 -1.259 2.795
O -0.035 0.112 4.592
H 0.269 0.490 3.708
H 0.083 0.750 5.280
O -2.964 -0.298 3.198
H -2.524 0.209 2.520
H -3.789 0.190 3.337
O -0.534 2.491 0.646
H -1.383 2.780 0.582
H -0.549 1.763 1.342
O 0.863 3.408 -3.295
H 1.711 2.884 -3.084
H 0.626 3.673 -2.425

Summary:
LUMO level (Eh): -0.0001
Net charge: 0
HOMO energy (eV): -8.28
Structure (SMILES): O.O.O.O.O.O.O.O.O.O
DFT total energy (eV): -20794.8258